Here is C55H48InN4O5 as an isolated structure from OMol25. Energies are from the ωB97M-V functional and the def2-TZVPD basis.

```
113
Properties=species:S:1:pos:R:3:forces:R:3
In -1.091725 -0.673238 0.201665 0.296 -0.389 -0.213
O -0.799975 -1.281910 2.517143 3.095 1.410 2.705
C 0.097891 -0.688328 3.219000 -2.324 -0.378 -2.708
C 1.028960 -1.391191 4.035171 1.481 -0.740 1.947
C 1.903854 -0.753974 4.905815 -1.694 -1.617 -1.660
C 1.921817 0.663547 4.956248 -0.589 1.991 0.473
C 1.100125 1.451412 4.217698 1.378 -0.841 -0.235
C 0.173463 0.865900 3.198511 -1.382 -0.173 -1.166
C -1.273378 1.274313 3.450037 -2.335 0.900 0.659
N -2.109245 1.215877 2.477087 3.180 -1.288 -0.162
N -3.263030 1.779485 2.333262 -2.323 -0.380 -0.783
C -3.970420 1.214066 1.268169 1.752 -0.101 1.770
O -3.750002 0.097426 0.720772 -0.695 1.461 0.596
C -4.984684 2.150728 0.750335 -0.890 0.417 -1.005
C -4.847194 3.549075 0.900485 -0.210 -0.540 -0.344
C -5.708395 4.388477 0.196335 -0.189 0.088 0.216
C -6.728171 3.871833 -0.602751 0.062 -0.563 0.012
C -6.878667 2.479234 -0.735719 0.275 0.572 0.244
C -5.998540 1.625758 -0.085698 0.262 0.309 0.659
H 0.953601 -2.482217 3.984528 0.212 0.380 -0.009
H 2.569996 -1.315346 5.556321 -0.125 -0.032 -0.228
H 2.582837 1.149711 5.682191 -0.118 -0.163 -0.348
H 1.247145 2.527919 4.231580 -0.335 -0.191 0.176
H -1.610169 1.597592 4.454303 0.443 0.107 -0.247
H -4.052826 3.968255 1.524274 -0.306 -0.365 -0.240
H -5.602833 5.469897 0.308902 -0.022 -0.282 -0.107
H -7.410862 4.541098 -1.119918 0.106 -0.068 0.049
H -7.674729 2.065114 -1.337601 -0.079 0.050 -0.104
H -6.096202 0.537007 -0.157936 0.166 0.454 -0.084
O 0.941436 -2.094060 0.141733 0.473 -1.350 -2.372
C 1.174565 -2.878077 -1.104559 0.488 0.625 3.451
C 1.004135 -1.991758 -2.330343 0.302 0.442 -1.240
C 1.832536 -0.753339 -2.113815 -0.073 0.662 -0.293
C 3.165778 -0.646921 -2.530921 0.029 -0.449 0.477
C 3.965295 0.382054 -2.010456 -0.673 -0.073 -0.392
C 3.352160 1.312496 -1.191472 -0.424 0.008 0.106
C 1.951362 1.236517 -0.951519 0.899 -0.768 -0.645
C 1.273455 2.295050 -0.148149 0.024 0.291 -0.594
C 1.455986 2.223586 1.385688 -1.400 -0.446 0.649
O 0.337797 1.306423 1.785124 1.847 0.756 0.556
C 1.239623 3.668268 1.894709 0.044 0.194 -0.239
C 2.209285 4.624184 1.514226 -0.274 0.048 0.561
C 2.167093 5.932324 2.010122 -0.191 -0.250 -0.253
C 1.107695 6.331078 2.830323 -0.196 -0.559 0.006
C 0.092557 5.404762 3.127117 0.201 0.511 -0.129
C 0.127352 4.098018 2.643446 0.377 -0.052 -0.250
C 2.765185 1.598279 1.860416 0.083 -0.217 0.365
C 3.746329 2.329937 2.551365 0.290 -1.012 -0.153
C 4.904055 1.669108 2.979228 0.079 -0.012 -0.144
C 5.081870 0.296761 2.782035 -0.233 0.200 -0.042
C 4.070703 -0.430086 2.149053 0.103 0.157 0.350
C 2.925955 0.199508 1.687650 0.260 0.743 -0.066
N 1.211371 0.232709 -1.428560 0.976 0.189 0.098
C 2.641493 -3.413467 -1.103069 0.125 0.104 -0.484
C 3.682761 -2.695792 -0.473049 -0.668 -0.454 -0.475
C 5.011138 -3.076289 -0.614487 -0.024 -0.731 -0.231
C 5.328184 -4.217875 -1.376107 -0.493 0.374 0.141
C 4.299543 -4.933126 -1.998184 0.392 -0.189 -0.008
C 2.973698 -4.541770 -1.880931 0.021 0.629 0.556
C 0.228760 -4.065627 -1.048049 -0.060 -0.089 -0.274
C -0.803176 -4.251510 -1.964624 -0.008 -0.076 0.233
C -1.710216 -5.300686 -1.795939 0.133 -0.430 0.471
C -1.557304 -6.203529 -0.739584 0.296 0.335 0.110
C -0.483653 -6.039893 0.168119 -0.570 -0.199 -0.517
C 0.398557 -4.994120 -0.003032 -0.166 0.271 -0.174
H -0.049252 -1.702389 -2.477018 0.416 -0.147 0.222
H 1.365438 -2.493149 -3.260440 -0.322 0.101 0.560
H 3.610603 -1.476981 -3.095468 -0.219 0.466 0.127
H 5.027926 0.452108 -2.257799 -0.345 -0.072 0.152
H 3.951050 2.083259 -0.708759 -0.211 -0.003 -0.111
H 0.188671 2.250258 -0.352881 0.374 0.193 0.110
H 1.691383 3.247617 -0.530809 -0.462 -0.318 0.429
H 3.051269 4.320614 0.878571 -0.430 0.156 0.254
H 2.963198 6.624334 1.722448 -0.320 -0.125 0.158
H 1.051621 7.346424 3.220937 0.048 -0.231 -0.084
H -0.758944 5.709025 3.741179 0.256 -0.036 -0.228
H -0.729826 3.445636 2.850505 0.586 0.058 -0.118
H 3.631467 3.380041 2.806351 -0.016 -0.327 -0.179
H 5.687786 2.257018 3.452974 -0.118 -0.154 0.069
H 5.990523 -0.206332 3.122249 -0.274 0.205 -0.069
H 4.133649 -1.508843 2.044920 0.159 0.111 -0.020
H 2.192655 -0.422087 1.168278 -0.183 0.222 0.090
H 3.422060 -1.794589 0.063436 -0.095 -0.191 0.017
H 5.789518 -2.495923 -0.118452 -0.093 -0.131 -0.165
H 6.354192 -4.543935 -1.496299 0.011 0.042 0.054
H 4.525128 -5.830077 -2.581754 0.073 0.291 0.153
H 2.198275 -5.123699 -2.380591 0.110 0.214 0.138
H -0.937333 -3.574713 -2.811048 0.042 -0.142 0.316
H -2.547668 -5.388363 -2.482187 0.116 -0.119 0.046
H -2.260617 -7.025133 -0.603423 0.118 0.208 -0.053
H -0.356606 -6.731776 1.004318 -0.053 0.163 -0.288
H 1.230273 -4.866401 0.681826 -0.111 0.128 -0.035
O -2.326053 1.793878 -1.273238 -1.180 0.101 -1.667
C -3.233293 1.710458 -2.442282 0.766 0.611 1.126
C -2.383194 1.539863 -3.682073 -0.106 0.096 -0.513
C -1.559359 0.245316 -3.683178 0.329 -0.198 -0.085
C -2.444362 -0.962152 -3.529333 -0.301 -0.574 0.313
C -2.996923 -1.617234 -4.650420 -0.330 -0.111 0.617
C -3.896600 -2.668684 -4.446333 0.338 0.061 0.298
C -4.195453 -3.068706 -3.127752 0.292 0.496 -0.576
C -3.573284 -2.387471 -2.085897 0.468 0.655 -0.249
N -2.706501 -1.356841 -2.267354 -1.016 -0.833 -0.929
H -2.837651 1.405037 -0.555762 0.165 -0.260 0.220
H -3.783277 2.662665 -2.518234 0.020 -0.228 0.065
H -3.973088 0.901942 -2.312295 0.426 0.200 0.036
H -1.720312 2.420996 -3.795172 -0.221 -0.451 0.116
H -3.056828 1.533486 -4.564582 0.227 0.059 0.335
H -0.830191 0.261256 -2.859986 -0.272 0.097 -0.184
H -1.005891 0.143279 -4.631563 -0.098 0.173 0.251
H -2.741720 -1.271175 -5.650884 -0.059 -0.121 0.173
H -4.327323 -3.179804 -5.313539 0.065 0.141 0.385
H -4.886141 -3.881816 -2.915351 0.138 0.159 -0.082
H -3.780993 -2.666896 -1.049522 0.209 0.157 -0.212
```
Positions in Å, forces in eV/Å.

Values from the calculation:
LUMO energy (spin up / spin down): 1.51 / 1.51 eV
E_tot: -2909.9660 a.u.
Orbital gap (spin up / spin down): 4.67 / 4.67 eV
Energy relative to the best compared isomer or geometry (same formula, charge and spin): 2.793 eV
Total charge: -1
Strongest force on any atom: 4.3 eV/A

***

Here is C15H22N4O6OsS3 as an isolated structure from OMol25. Energies are from the ωB97M-V functional and the def2-TZVPD basis.

```
51
Properties=species:S:1:pos:R:3:forces:R:3
Os -0.719130 0.159959 -0.255735 -1.131 -0.295 0.951
C -3.398562 -1.181444 0.317220 0.031 -0.104 0.025
C -3.643915 0.186293 -0.282978 0.017 0.097 0.044
N -2.590329 1.161746 0.134188 -0.017 0.072 -0.002
C -2.827351 1.862235 1.434236 -0.137 -0.016 -0.091
C -2.637872 0.986062 2.656954 -0.030 0.027 -0.017
S -1.063994 0.108609 2.544641 0.210 0.004 0.026
C -1.540353 -1.642656 2.679836 0.009 0.023 -0.058
C -1.537104 -2.423356 1.363388 -0.106 0.138 0.013
N -1.959176 -1.574830 0.211090 0.235 0.122 -0.335
H -3.674564 -1.205227 1.366656 0.006 0.022 0.005
H -4.021506 -1.917780 -0.190184 -0.014 -0.031 0.021
H -3.605867 0.127208 -1.372778 0.002 0.009 -0.013
H -4.634531 0.555073 -0.010537 -0.022 -0.017 0.003
H -2.610663 1.910707 -0.556073 0.009 0.008 -0.008
H -2.125843 2.695567 1.459598 0.046 -0.017 0.004
H -3.838302 2.276116 1.420420 -0.002 0.038 0.019
H -2.597442 1.627049 3.536842 -0.055 -0.002 0.005
H -3.453287 0.282480 2.808755 -0.023 0.024 -0.017
H -0.821632 -2.101783 3.354912 0.000 0.012 0.020
H -2.508121 -1.662050 3.177173 -0.009 -0.056 0.018
H -0.546019 -2.796637 1.140214 0.039 -0.006 -0.006
H -2.219501 -3.271752 1.443499 -0.033 -0.017 0.003
H -1.832680 -2.141593 -0.627378 -0.085 -0.088 0.061
O 1.988034 0.588464 -2.459225 0.241 -0.010 0.136
S 1.772976 -0.797062 -2.170867 -1.670 -0.122 0.577
O 1.794777 -1.760708 -3.213645 0.196 -0.047 0.019
O 0.503247 -1.030043 -1.319317 1.302 -0.086 -0.973
C 3.136835 -1.191391 -1.084218 0.192 0.247 0.209
C 4.217705 -1.826269 -1.761625 0.315 -0.059 0.010
C 5.418977 -1.994701 -1.134722 -0.060 -0.062 -0.225
C 5.581762 -1.530179 0.184203 0.080 -0.018 0.057
C 4.505975 -0.923732 0.888771 -0.187 -0.006 -0.092
C 3.295037 -0.763727 0.282440 0.286 -0.178 -0.164
S 1.985313 -0.162754 1.327281 -1.492 0.370 0.096
O 2.571575 0.159042 2.582622 0.272 0.062 -0.150
O 1.000216 -1.252057 1.326429 0.656 0.089 -0.055
O 1.348380 0.994913 0.616312 0.633 -0.522 0.189
H 4.070949 -2.153676 -2.782523 -0.071 0.023 0.015
H 6.241856 -2.467892 -1.653018 0.019 0.002 0.046
H 6.537316 -1.647539 0.680523 0.001 0.013 0.009
H 4.627026 -0.603701 1.915515 0.049 0.002 -0.011
N 0.532628 2.819654 -1.141919 -0.124 -0.179 0.013
C 0.591586 3.696899 -2.144345 -0.013 0.131 -0.157
C -0.329065 3.312297 -3.102385 0.143 0.167 -0.026
C -0.889454 2.146733 -2.607427 -0.029 -0.186 0.285
N -0.365222 1.850662 -1.404779 0.383 0.435 -0.555
H 1.169529 2.682390 -0.365320 -0.067 0.024 0.016
H 1.276299 4.529368 -2.117562 -0.019 -0.033 0.013
H -0.544984 3.800578 -4.036477 0.004 -0.005 0.031
H -1.631524 1.504433 -3.058683 0.023 0.001 0.020
```
Positions in Å, forces in eV/Å.

Values from the calculation:
<S²>: 6.030
LUMO energy (spin up / spin down): -6.74 / -10.45 eV
E_tot: -2539.8190 a.u.
Spin multiplicity: 5
Orbital gap (spin up / spin down): 7.53 / 4.25 eV
Total charge: +2
Strongest force on any atom: 1.8 eV/A

***

What is the strongest force on any atom in the first record?
4.3 eV/A